85
Properties=species:S:1:pos:R:3:forces:R:3 method="wB97M-V/def2-TZVPD" total_energy_ha=-2745.72859 lumo_energy_ev=-1.9 homo_energy_ev=-5.25 total_charge=0 homo_lumo_gap_ev=3.40
C 0.995697 0.123536 3.857205 0.27 0.29 -0.51
C 0.703744 -0.018330 2.258874 3.34 1.14 0.95
O -0.111395 -1.120561 1.922989 -2.06 1.20 -0.25
C -0.684685 -1.238765 0.636045 0.87 -4.16 0.10
C 0.460910 -1.704794 -0.353616 1.73 -0.58 -0.97
C 0.518734 -3.305931 -0.652508 1.17 0.28 0.69
C 0.347348 -4.201283 0.669354 0.00 -1.08 -1.33
O 1.528982 -4.134074 1.542705 -1.58 -1.09 -0.71
C 1.619541 -5.505524 2.060678 -3.31 -1.12 2.63
O 0.692340 -5.972046 2.779243 3.36 2.75 -3.02
C 0.773006 -0.776224 -1.626042 0.51 0.59 2.31
C 2.262294 -1.108246 -2.075920 0.56 -1.09 -1.62
C 2.231462 -1.949102 -3.472928 0.62 -1.23 0.64
O 3.014680 -1.277819 -4.488834 -0.74 -0.26 0.08
C 0.541059 0.738449 -1.039867 0.57 -0.81 -1.68
C 1.017070 1.675365 -2.273405 -0.59 0.56 -0.84
C 2.398410 2.435611 -2.104386 0.75 1.18 -0.42
C 2.745597 3.094700 -0.693868 1.61 0.25 0.18
C 4.142222 2.522798 -0.073512 -1.02 0.53 1.28
N 4.186824 1.033705 -0.110699 0.13 0.67 -0.21
C -1.071085 0.874750 -0.759349 2.35 0.44 -3.87
N -1.499496 2.241799 -0.643671 -0.35 -0.06 -0.04
C -2.300087 2.861660 -1.691286 -3.67 3.61 0.20
C -2.376853 2.557603 -3.244828 0.32 -0.71 -0.20
O -3.082363 3.781214 -1.295348 2.95 -3.36 -1.22
C -0.743553 3.267056 0.028430 2.53 4.69 -1.04
C -0.545866 3.554679 1.589323 -0.52 -0.12 0.51
O -0.238294 4.180698 -0.696472 -1.98 -3.56 2.30
N -1.679310 -0.175436 0.167117 -1.78 0.80 0.74
C -2.456215 0.381802 1.347003 -1.12 2.05 3.32
C -3.824632 1.152081 1.082338 -1.11 0.72 -0.27
C -2.899817 -0.588506 2.544545 0.12 -1.04 1.97
C -2.328868 -0.091342 3.993768 -0.50 -0.30 0.06
P -2.980352 -0.983558 -0.824721 -2.84 -2.87 -4.35
O -4.110181 -1.872261 0.060438 1.02 2.39 -0.34
O -3.897609 0.151661 -1.766394 0.54 -1.13 3.16
S -2.364757 -2.189964 -2.199231 0.54 0.62 0.92
H 2.127566 0.283168 4.011877 -1.79 -0.36 -0.35
H 0.492612 1.077909 4.244946 0.51 -1.62 -0.33
H 0.697064 -0.803821 4.443579 0.28 1.29 -0.83
H 1.762359 -0.183619 1.815107 -1.70 0.22 0.33
H 0.399435 1.021584 1.908025 -0.24 -1.55 0.13
H -1.393433 -2.158829 0.723412 1.30 1.44 0.16
H 1.458437 -1.609636 0.233545 -1.94 0.22 -0.55
H 1.611887 -3.515485 -0.973332 -1.71 0.44 0.51
H -0.100888 -3.640824 -1.538416 0.30 0.40 1.40
H -0.634448 -4.051677 1.225930 1.26 0.03 -0.50
H 0.327944 -5.295495 0.293772 -0.36 1.73 0.38
H 2.516643 -6.251557 1.789157 -0.93 1.86 0.05
H 0.097183 -0.879235 -2.526037 0.57 -0.06 1.21
H 2.949770 -0.230643 -2.275044 -1.18 -0.83 0.34
H 2.844453 -1.799669 -1.358071 -1.22 1.35 -0.74
H 1.173914 -2.180339 -3.831613 1.16 0.55 0.46
H 2.735718 -2.976499 -3.299098 -0.89 1.47 -0.08
H 2.993522 -1.810892 -5.310481 -0.02 0.38 0.80
H 1.195368 0.992326 -0.159089 -0.81 -0.57 -0.76
H 1.101103 1.052987 -3.246601 -0.16 0.72 1.68
H 0.244331 2.480838 -2.556791 1.08 -1.18 0.80
H 2.364983 3.315011 -2.857578 -0.05 -1.47 1.10
H 3.334536 1.846205 -2.436078 -1.78 0.50 0.54
H 2.944797 4.222395 -0.845504 -0.72 -1.69 0.39
H 1.976328 2.951346 0.131648 0.77 0.23 -1.32
H 4.098320 2.814001 1.045287 0.25 -0.28 -1.72
H 5.061870 3.047361 -0.492992 -1.21 -0.79 0.23
H 4.819730 0.684770 -0.840255 -0.35 0.08 0.79
H 4.384678 0.621321 0.806008 0.25 0.26 -0.79
H -1.399616 0.519382 -1.817688 0.18 0.70 1.73
H -3.479817 2.427216 -3.511314 1.58 0.10 0.56
H -1.796066 1.633950 -3.570818 -0.80 1.14 0.42
H -2.000482 3.435108 -3.890276 -0.40 -1.15 1.51
H -0.507421 4.696757 1.743804 -0.06 -1.84 -0.73
H -1.428794 3.200097 2.238745 1.45 0.22 -1.00
H 0.461186 3.170139 1.995858 -1.63 0.31 -0.74
H -1.755635 1.154099 1.841917 -0.99 -1.35 -1.07
H -4.745244 0.455829 1.012695 1.65 0.86 0.20
H -3.899012 1.845840 0.196767 0.49 -0.63 1.03
H -4.030502 1.794180 2.020509 0.52 -1.09 -1.42
H -2.589485 -1.678948 2.467504 -0.23 1.48 -0.26
H -4.038364 -0.639152 2.728527 1.78 0.31 -1.06
H -3.175877 -0.074003 4.778099 1.27 -0.09 -1.36
H -1.552157 -0.835536 4.361398 -0.91 1.25 -0.50
H -1.909830 0.967121 3.964098 -0.38 -1.39 -0.03
H -5.042790 -1.628632 -0.156072 0.93 -0.21 0.31
H -4.826380 0.118524 -1.426409 0.86 0.52 -0.40
I 3.145999 -8.000379 2.444176 1.29 -2.13 0.32